Entry from the Open Molecules 2025 dataset: a cluster of 3 separate species, C22H31N4O6P in total in a non-equilibrium geometry (wB97M-V/def2-TZVPD).

```
64
Properties=species:S:1:pos:R:3:lowdin_charge:R:1
P 2.881 -1.273 -2.914 0.699
O -5.188 1.332 -2.911 0.064
O -0.359 5.561 4.560 0.165
O -6.878 0.573 -4.190 0.068
O -5.568 -0.899 -3.089 0.163
O 1.412 4.891 3.325 0.063
O 0.233 3.380 4.498 0.087
N 0.717 -0.400 -0.921 0.133
N 2.976 -2.566 -3.840 -0.346
N -1.389 0.766 -0.680 -0.014
N 0.676 -0.900 2.087 0.114
C 3.866 -2.747 1.018 -0.173
C 6.198 -3.949 0.986 -0.199
C -5.661 2.435 -3.689 -0.343
C -2.977 -1.098 -0.237 -0.217
C 7.381 -3.235 0.996 -0.014
C -2.391 -2.549 0.038 -0.112
C -5.850 0.223 -3.370 -0.539
C -0.271 0.026 -0.092 -0.281
C -5.638 3.717 -2.888 -0.022
C 1.098 2.652 3.622 -0.345
C 2.154 3.673 3.308 -0.106
C 1.701 -1.121 -0.245 -0.194
C 4.914 -3.614 1.805 -0.176
C 3.915 -2.471 -0.452 -0.010
C 2.770 -2.184 1.804 0.036
C 0.357 4.696 4.166 -0.546
C -7.044 1.983 -4.066 -0.106
C -0.266 -0.217 1.384 -0.062
C 1.630 1.406 4.289 -0.032
C 2.850 -1.664 -1.070 -0.245
C -2.205 -0.293 -1.401 -0.190
C 1.655 -1.364 1.208 -0.196
H 3.843 -2.445 -4.385 -0.055
H -5.016 2.530 -4.568 0.161
H -7.383 2.417 -5.007 0.142
H -1.125 0.211 1.973 0.124
H -1.557 -1.007 -1.984 0.107
H -7.793 2.178 -3.292 0.142
H 2.068 1.636 5.263 0.092
H -3.024 0.169 -2.053 0.106
H 0.818 0.699 4.471 0.079
H -2.971 -0.425 0.668 0.095
H -4.042 -1.232 -0.561 0.091
H 2.751 -2.368 2.915 0.120
H -0.940 1.276 -1.460 0.107
H 2.614 3.512 2.333 0.140
H 2.382 0.916 3.668 0.082
H 2.940 3.734 4.068 0.141
H -6.113 4.533 -3.436 0.092
H -4.609 4.003 -2.661 0.087
H -1.787 -2.960 -0.819 0.075
H 4.394 -4.582 2.081 0.119
H 7.898 -2.987 0.036 0.061
H 7.805 -2.964 2.006 0.069
H 5.156 -3.117 2.793 0.121
H 6.170 -4.888 0.359 0.111
H -6.146 3.591 -1.929 0.093
H 0.524 2.384 2.728 0.147
H 3.975 -0.366 -3.098 -0.001
H 1.689 -0.542 -3.235 -0.007
H -3.269 -3.230 0.229 0.072
H -1.700 -2.555 0.933 0.059
H 4.749 -2.894 -1.074 0.107
```

For the HOMO energy, the calculation gives -8.44 eV. The value obtained for the maximum force is 0.0804 hartree/bohr. Its structure (SMILES) is C=CCc1cc([PH2]=N)c2nc(NCCC)cnc2c1.C[C@@H]1COC(=O)O1.C[C@@H]1COC(=O)O1. As for the calculated total energy: -50846.2533 eV. As for the spin multiplicity: 1.



Entry from the Open Molecules 2025 dataset: a structure of composition C41H40AsN8O5S3Ti in a non-equilibrium geometry (wB97M-V/def2-TZVPD).

```
99
Properties=species:S:1:pos:R:3:mulliken_spin:R:1
As 4.489 -0.575 -3.676 0.000
Ti -0.032 0.383 -0.225 0.796
S -2.444 -0.735 2.070 0.001
S -0.895 2.649 -0.522 -0.029
S 3.777 -2.285 -2.730 0.001
O -3.144 -1.100 0.869 0.006
O -2.278 -1.800 3.031 0.000
O 1.861 -0.548 -0.040 -0.034
O 1.491 1.002 -1.431 -0.029
O 3.550 0.499 -0.940 0.045
N -0.619 0.568 -2.806 0.003
N 2.369 0.307 -0.822 0.023
N -1.046 0.009 1.692 0.049
N 3.448 -1.522 4.210 0.000
N 1.070 1.580 1.252 -0.020
N -0.671 -1.735 -0.452 0.004
N 1.957 -2.431 2.600 -0.001
N -3.114 0.639 -1.333 0.006
C -1.131 1.794 -3.182 0.056
C -0.180 -2.490 0.539 0.045
C -0.740 -0.134 -5.097 0.000
C -4.410 0.174 3.718 0.000
C 1.512 1.191 4.904 0.005
C -5.285 1.137 4.195 0.000
C 0.518 -4.351 3.106 -0.001
C -1.775 4.054 -2.636 -0.001
C 1.735 1.615 3.577 -0.011
C -1.286 2.834 -2.217 -0.026
C 6.118 0.143 -2.939 0.000
C 1.516 -3.333 3.477 0.000
C -1.492 2.060 -4.521 -0.001
C 5.023 -1.065 -5.474 0.000
C -4.219 0.702 -1.035 0.006
C 0.326 -1.613 -3.409 0.028
C 3.433 0.998 -4.081 0.000
C -1.660 -4.267 0.032 0.008
C -5.162 2.456 3.776 0.000
C -3.285 1.859 2.393 -0.001
C -2.140 4.302 -3.968 0.001
C -2.007 3.318 -4.904 -0.001
C -4.165 2.815 2.880 0.000
C 2.997 -2.417 5.089 0.000
C 2.791 2.486 3.234 0.011
C -0.458 0.010 4.139 0.010
C 2.041 -3.358 4.768 0.000
C -2.148 -3.512 -1.015 -0.006
C -1.664 -2.231 -1.193 0.031
C -0.672 -3.745 0.868 -0.014
C -5.593 0.810 -0.562 0.000
C -0.389 -0.332 -3.732 0.011
C -0.251 0.346 2.814 -0.021
C -3.416 0.546 2.823 -0.002
C 2.916 2.926 1.951 -0.003
C 2.015 2.454 0.986 0.024
C -0.300 -4.524 2.059 0.002
C 0.427 0.412 5.160 -0.004
C -1.302 1.035 -5.479 0.000
C 2.899 -1.587 3.003 0.000
C 0.880 1.180 2.543 0.024
H 0.447 -5.131 3.858 0.000
H 3.478 2.809 4.007 0.000
H -2.078 -1.569 -1.940 -0.004
H 6.461 0.975 -3.553 0.000
H 3.429 -2.377 6.083 0.000
H -5.590 1.206 0.454 0.000
H 5.449 -2.065 -5.453 0.000
H 0.654 -2.103 1.099 0.012
H 5.928 0.479 -1.923 0.000
H 3.893 1.447 -4.961 0.000
H -4.069 3.843 2.552 0.000
H -4.485 -0.860 4.028 0.000
H -0.537 -0.925 -5.807 0.000
H -2.524 5.276 -4.245 0.000
H -1.586 1.214 -6.509 0.000
H 0.742 -1.618 -2.408 -0.003
H 2.198 1.495 5.684 0.000
H -2.924 -3.889 -1.666 0.000
H 3.256 -0.884 2.257 0.001
H 6.863 -0.650 -2.928 0.000
H -6.064 0.860 4.893 0.000
H 5.752 -0.355 -5.867 0.000
H -2.272 3.484 -5.940 0.000
H -1.877 4.838 -1.897 0.000
H 1.154 -1.752 -4.105 0.001
H -2.517 2.124 1.675 0.001
H 0.223 0.083 6.171 0.000
H -2.056 -5.257 0.222 0.000
H -1.296 -0.603 4.422 0.001
H 3.691 3.619 1.659 0.000
H 1.710 -4.089 5.494 0.000
H -0.896 -5.430 2.130 0.000
H 2.055 2.816 -0.033 0.001
H 4.142 -1.064 -6.114 0.000
H 3.457 1.694 -3.247 0.000
H -0.337 -2.473 -3.524 0.001
H -6.052 -0.177 -0.551 0.000
H -5.845 3.206 4.154 0.000
H -6.163 1.473 -1.210 0.000
H 2.400 0.731 -4.295 0.000
```

For the HOMO energy (spin up / spin down), the calculation gives -7.07 / -7.08 eV. Its expectation value of S² is 0.76. The value obtained for the maximum force is 0.0438 hartree/bohr. As for the calculated total energy: -181784.5189 eV. As for the spin multiplicity: 2.



Entry from the Open Molecules 2025 dataset: a structure of composition C15H20IrNO4 in a non-equilibrium geometry (wB97M-V/def2-TZVPD).

```
41
Properties=species:S:1:pos:R:3:mulliken_spin:R:1
Ir 0.080 0.022 1.069 2.104
O -1.158 -0.048 -0.363 -0.066
O 0.045 -1.058 5.177 -0.010
O -0.054 1.177 5.057 0.009
O -0.001 0.165 3.189 -0.054
N -0.004 0.049 4.571 0.020
C 1.130 -2.117 1.453 0.208
C 2.142 0.391 0.142 0.218
C -1.796 0.973 -1.072 0.183
C -0.292 -1.076 -3.558 0.030
C 0.696 -1.732 2.797 0.073
C 1.484 1.758 1.887 0.163
C -2.001 0.481 -2.514 0.049
C -0.046 -2.380 0.709 0.088
C -1.192 -2.091 1.493 0.125
C -0.764 0.284 -3.283 0.697
C 2.299 0.642 1.540 0.209
C 1.260 1.386 -0.385 0.073
C 0.835 2.216 0.704 0.008
C -0.715 -1.730 2.817 0.062
C -0.141 1.434 -3.968 0.049
H -2.228 -2.143 1.208 -0.034
H 0.942 1.292 -4.137 0.017
H 0.140 3.042 0.640 -0.005
H 2.919 0.076 2.225 -0.038
H 0.792 -1.119 -3.765 0.015
H -0.579 1.618 -4.967 0.013
H -0.265 2.377 -3.407 0.009
H 1.379 -1.387 3.564 0.004
H -2.763 1.150 -0.582 -0.001
H 2.152 -2.244 1.149 -0.052
H -0.788 -1.527 -4.440 0.045
H -2.640 1.245 -2.998 0.011
H 2.615 -0.391 -0.435 -0.025
H -1.233 1.918 -1.069 -0.038
H -1.377 -1.367 3.594 -0.024
H -2.597 -0.444 -2.470 0.019
H -0.067 -2.719 -0.319 -0.062
H 0.937 1.464 -1.417 -0.078
H -0.497 -1.755 -2.711 0.004
H 1.349 2.169 2.876 -0.017
```

As for the charge: -2. For the HOMO energy (spin up / spin down), the calculation gives 1.75 / 1.45 eV. Its expectation value of S² is 6.02. The value obtained for the maximum force is 0.1600 hartree/bohr. As for the calculated total energy: -28383.1271 eV. As for the spin multiplicity: 5.



Entry from the Open Molecules 2025 dataset: a structure of composition C4H10N2S in a non-equilibrium geometry (wB97M-V/def2-TZVPD).

```
17
Properties=species:S:1:pos:R:3:lowdin_charge:R:1
S -2.550 -0.930 -0.302 0.687
N -2.464 0.665 0.004 -0.495
N 0.088 1.237 0.140 -0.065
C 0.440 0.098 0.923 -0.329
C -1.156 1.407 -0.273 -0.162
C 2.242 -0.229 -0.833 -0.153
C 1.229 -1.056 0.226 -0.258
H 3.132 0.248 -0.264 0.039
H 1.656 -1.894 0.813 0.077
H -2.974 -1.601 0.915 -0.084
H 0.528 -1.698 -0.538 0.108
H -0.656 -0.167 1.384 0.107
H -1.339 2.296 -0.834 0.098
H 1.077 0.322 1.864 0.132
H 2.726 -0.673 -1.920 0.098
H 1.251 0.749 -0.836 0.114
H -3.229 1.227 -0.468 0.085
```

For the HOMO energy, the calculation gives -8.56 eV. The value obtained for the maximum force is 0.1015 hartree/bohr. As for the calculated total energy: -18120.4174 eV. As for the spin multiplicity: 1.



Entry from the Open Molecules 2025 dataset: a cluster of 8 separate species, C46H46F7NO in total in a non-equilibrium geometry (wB97M-V/def2-TZVPD).

```
101
Properties=species:S:1:pos:R:3:lowdin_charge:R:1
F -4.884 -6.819 -1.498 0.057
F -5.288 -1.495 -2.429 0.032
F 4.991 6.592 0.533 0.050
F 2.300 -0.042 7.247 0.038
F 1.496 1.331 1.039 0.047
F 2.157 5.099 -1.216 0.051
F 0.672 -7.056 -0.551 0.018
O -1.646 2.917 0.241 -0.204
N -3.822 5.114 2.221 0.031
C -1.349 4.908 2.560 -0.050
C 0.142 -5.827 -3.965 -0.071
C -2.764 3.418 0.978 -0.240
C 2.667 2.828 -1.461 -0.011
C 1.477 -5.452 -4.339 -0.074
C 1.264 0.047 0.703 -0.288
C -4.719 -4.691 -0.302 -0.048
C -3.060 -0.768 -2.865 -0.030
C 0.818 -2.662 0.237 -0.079
C 4.986 3.350 2.076 -0.090
C -2.315 -3.318 -3.457 -0.073
C 3.336 5.559 1.803 -0.007
C -2.952 -6.277 -0.341 -0.039
C -2.548 4.756 1.533 -0.436
C -4.230 -5.931 -0.715 -0.279
C -1.792 -1.011 -3.252 -0.095
C -1.797 3.003 -1.277 -0.020
C 0.284 1.473 3.929 -0.080
C 1.913 4.213 -3.327 -0.018
C -0.103 -1.681 -0.156 -0.079
C 2.342 1.867 -3.646 -0.108
C 0.342 0.082 4.194 -0.085
C 0.893 -6.498 -1.807 -0.235
C 0.138 -0.315 0.025 -0.007
C 4.580 5.504 1.226 -0.286
C 1.960 -2.270 0.940 -0.088
C 1.650 0.440 6.150 -0.277
C -2.671 -4.165 0.846 -0.068
C 2.226 4.009 -2.011 -0.304
C 0.820 2.353 4.904 -0.073
C 1.948 3.100 -4.186 -0.073
C -0.133 -6.329 -2.706 -0.038
C 3.704 3.344 2.616 -0.107
C 1.569 1.827 6.024 0.002
C -3.629 -3.066 -3.035 -0.013
C -2.232 -5.440 0.464 -0.096
C 2.119 -0.954 1.224 -0.034
C -1.416 -2.329 -3.499 -0.105
C 2.878 4.436 2.496 -0.073
C 2.651 1.735 -2.306 -0.102
C 0.970 -0.420 5.313 -0.028
C 5.402 4.399 1.296 -0.020
C -3.965 -3.816 0.449 -0.089
C -3.990 -1.802 -2.796 -0.256
C 2.195 -6.007 -2.140 -0.014
C 2.459 -5.395 -3.365 -0.091
H -0.415 -2.497 -3.938 0.119
H 2.023 2.438 6.786 0.108
H -1.956 4.039 -1.614 0.086
H -1.256 -5.753 0.700 0.081
H -4.411 -2.850 0.622 0.107
H 1.934 4.399 3.019 0.083
H -1.260 5.984 2.778 0.071
H 2.969 -5.983 -1.315 0.131
H -2.458 -7.214 -0.686 0.128
H 2.851 2.770 -0.349 0.127
H 2.302 0.985 -4.381 0.126
H -2.944 2.701 1.739 0.121
H 1.701 -5.138 -5.318 0.085
H -1.640 4.329 3.466 0.080
H -0.813 2.690 -1.673 0.082
H 1.618 5.231 -3.576 0.122
H 5.461 2.413 2.136 0.091
H -3.809 6.037 2.679 0.085
H -0.520 0.475 -0.323 0.106
H -3.665 3.511 0.361 0.125
H -5.740 -4.454 -0.613 0.126
H 2.747 6.406 1.702 0.098
H -4.583 4.996 1.619 0.034
H -2.120 -4.319 -3.817 0.090
H -1.000 -2.030 -0.688 0.094
H -2.305 5.536 0.799 0.131
H -4.265 -3.884 -2.870 0.098
H -2.644 2.477 -1.591 0.042
H -1.191 -0.126 -3.195 0.103
H 3.000 -0.630 1.761 0.117
H -0.468 4.488 2.009 0.074
H 2.911 0.756 -1.880 0.111
H 0.816 -1.475 5.503 0.119
H -0.614 -5.708 -4.707 0.091
H -3.397 0.228 -2.514 0.122
H 0.609 3.432 4.908 0.096
H -1.883 -3.449 1.291 0.121
H 3.329 -4.828 -3.651 0.104
H 0.646 -3.660 -0.197 0.102
H 2.639 -2.928 1.440 0.103
H -1.068 -6.768 -2.483 0.093
H -0.219 -0.515 3.473 0.108
H -0.302 1.955 3.153 0.087
H 3.326 2.542 3.264 0.100
H 1.649 3.243 -5.189 0.087
H 6.370 4.280 0.745 0.137
```

For the HOMO energy, the calculation gives -9.12 eV. The value obtained for the maximum force is 0.0720 hartree/bohr. Its structure (SMILES) is COC[C@H](C)N.Fc1ccccc1.Fc1ccccc1.Fc1ccccc1.Fc1ccccc1.Fc1ccccc1.Fc1ccccc1.Fc1ccccc1. As for the calculated total energy: -71004.7214 eV. As for the spin multiplicity: 1.



Entry from the Open Molecules 2025 dataset: the molecule C2H10O2Si2 in a non-equilibrium geometry (wB97M-V/def2-TZVPD).

```
16
Properties=species:S:1:pos:R:3:lowdin_charge:R:1
Si -0.506 0.057 -0.280 0.339
Si 2.696 0.190 0.087 0.526
O -0.775 0.526 -1.818 -0.123
O 1.093 0.013 0.008 -0.408
C -1.310 1.217 0.988 -0.149
C -1.297 -1.878 -0.242 -0.118
H -2.392 1.145 0.946 0.025
H -0.580 -2.550 0.212 0.001
H -0.519 1.394 -2.124 0.057
H 2.959 1.062 1.231 -0.068
H 3.253 -1.147 0.262 -0.068
H -2.209 -1.882 0.339 -0.001
H -1.506 -2.194 -1.252 0.002
H -1.048 2.255 0.806 0.025
H -1.005 0.978 2.001 0.026
H 3.145 0.814 -1.160 -0.068
```

For the HOMO energy, the calculation gives -9.92 eV. The value obtained for the maximum force is 0.0576 hartree/bohr. Its structure (SMILES) is C[Si](C)(O)O[SiH3]. As for the calculated total energy: -22090.0586 eV. As for the spin multiplicity: 1.